Molecular formula: C4H9NO2
Method: DFT, ωB97M-V with the def2-TZVPD basis set

Results
DFT total energy = -9878.8842 eV
2S+1 = 1
Net charge = 0
Structure (SMILES) = CCC(=O)NCO
HOMO energy = -9.82 eV
Lowest unoccupied orbital energy = 0.728 eV
Gap between HOMO and LUMO = 10.55 eV
Energy relative to the best compared isomer or geometry (same formula, charge and spin) = 27.1 kcal per mole

The geometry in XYZ format:
```
16
C4H9NO2 | the Open Molecules 2025 dataset | ωB97M-V with the def2-TZVPD basis set
C 0.341 -1.805 1.538
C 0.956 -0.469 1.120
C 0.924 -0.207 -0.352
O 1.824 -0.525 -1.088
N -0.242 0.373 -0.906
C -0.993 1.415 -0.298
O -2.398 1.231 -0.362
H -0.748 -1.842 1.628
H 0.670 -2.049 2.552
H 0.624 -2.668 0.933
H 0.428 0.258 1.730
H 1.995 -0.481 1.435
H -0.202 0.134 -1.892
H -0.810 2.376 -0.780
H -0.742 1.561 0.749
H -2.653 0.499 0.220
```

Here are the Löwdin charges for atoms 1 to 8, given in e: atom 1 (C): -0.093, atom 2 (C): -0.168, atom 3 (C): -0.482, atom 4 (O): 0.080, atom 5 (N): 0.081, atom 6 (C): -0.279, atom 7 (O): -0.049, atom 8 (H): 0.069

=====

Molecular formula: C14H28B2Cl23F2IO7P
Method: DFT, ωB97M-V with the def2-TZVPD basis set

Results
DFT total energy = -341510.6867 eV
2S+1 = 1
Net charge = -1
HOMO energy = -5.64 eV
Lowest unoccupied orbital energy = 1.849 eV
Gap between HOMO and LUMO = 7.49 eV

The geometry in XYZ format:
```
78
C14H28B2Cl23F2IO7P | the Open Molecules 2025 dataset | ωB97M-V with the def2-TZVPD basis set
O 1.142 -1.130 1.873
P 0.869 0.293 2.118
O 1.076 0.696 3.663
O 1.956 1.168 1.295
C -0.767 0.862 1.514
Cl -1.906 0.695 3.005
O -0.888 2.163 1.184
B -1.946 2.339 0.167
F -1.482 3.135 -0.889
F -3.099 2.905 0.732
O -2.259 0.970 -0.293
C -1.486 0.046 0.322
I -2.684 -1.570 1.300
C -0.633 -0.785 -0.647
B 0.582 -0.046 -1.340
O 1.671 -0.842 -1.730
O 0.648 1.318 -1.569
H 0.268 1.081 4.038
H 2.092 1.996 1.781
H -1.327 -1.054 -1.457
H -0.310 -1.731 -0.222
H 2.453 -0.523 -1.263
H 0.785 1.451 -2.515
C 4.050 3.637 -0.736
Cl 3.413 3.966 0.877
Cl 4.988 2.139 -0.782
H 3.215 3.548 -1.422
H 4.692 4.459 -1.026
C -3.744 -3.841 4.364
Cl -4.145 -4.116 2.668
Cl -5.022 -4.396 5.459
H -2.829 -4.375 4.594
H -3.597 -2.775 4.509
C -0.316 -4.271 7.296
Cl -0.772 -4.563 5.610
Cl -1.573 -4.808 8.418
H 0.597 -4.814 7.507
H -0.166 -3.214 7.422
C -2.820 2.143 -3.559
Cl -1.754 1.016 -4.417
Cl -3.298 3.497 -4.597
H -3.709 1.609 -3.249
H -2.292 2.528 -2.690
C 2.654 -1.828 8.043
Cl 2.237 -2.082 6.346
Cl 1.376 -2.387 9.138
H 3.561 -2.378 8.265
H 2.806 -0.768 8.207
C 6.478 -1.545 -0.876
Cl 7.529 -0.132 -1.042
Cl 4.863 -1.201 -1.494
H 6.903 -2.370 -1.435
H 6.397 -1.803 0.173
C 1.702 7.665 -0.383
Cl 2.914 6.819 -1.356
Cl 1.931 7.385 1.344
H 1.788 8.728 -0.577
H 0.719 7.307 -0.667
C -6.278 4.217 -7.095
Cl -6.830 3.669 -8.686
Cl -4.823 5.206 -7.213
H -7.064 4.806 -6.638
H -6.053 3.348 -6.486
C -2.849 2.977 -9.815
Cl -1.840 2.173 -11.030
Cl -2.437 2.478 -8.175
H -2.703 4.048 -9.899
H -3.886 2.725 -10.005
C 2.820 -3.071 -3.884
Cl 1.895 -4.154 -2.843
Cl 3.760 -3.970 -5.092
H 2.134 -2.410 -4.399
H 3.508 -2.499 -3.273
C -0.687 -8.262 4.660
Cl 0.346 -9.202 3.576
Cl -0.257 -8.512 6.357
H -0.571 -7.210 4.427
H -1.715 -8.570 4.514
```

Here are the Löwdin charges for atoms 1 to 8, given in e: atom 1 (O): -0.251, atom 2 (P): 0.472, atom 3 (O): -0.153, atom 4 (O): -0.146, atom 5 (C): -0.725, atom 6 (Cl): 0.517, atom 7 (O): 0.033, atom 8 (B): -1.130

=====

Molecular formula: CH23O14
Method: DFT, ωB97M-V with the def2-TZVPD basis set

Results
DFT total energy = -30079.6557 eV
2S+1 = 1
Net charge = -1
HOMO energy = -7.35 eV
Lowest unoccupied orbital energy = 2.821 eV
Gap between HOMO and LUMO = 10.17 eV
Energy relative to the best compared isomer or geometry (same formula, charge and spin) = 29.8 kcal per mole

The geometry in XYZ format:
```
38
CH23O14 | the Open Molecules 2025 dataset | ωB97M-V with the def2-TZVPD basis set
C 0.106 -0.549 0.043
O 1.073 -0.897 -0.687
O -0.401 -1.384 0.947
O -0.417 0.536 -0.081
H 0.051 -2.226 0.919
O -0.177 0.632 -2.755
H -0.206 0.722 -1.836
H 0.333 1.393 -2.989
O 2.605 1.434 -0.979
H 1.959 0.769 -0.884
H 3.152 0.993 -1.631
O -2.673 0.237 2.256
H -2.007 -0.254 2.736
H -2.611 -0.210 1.412
O -0.365 2.012 2.121
H -0.619 1.408 1.406
H -1.028 1.962 2.838
O 2.694 -1.944 1.143
H 2.236 -1.633 0.378
H 2.226 -1.686 1.875
O -2.732 1.525 -0.593
H -2.794 1.985 -1.380
H -1.855 1.176 -0.636
O -1.304 -1.976 -2.027
H -0.602 -1.537 -1.570
H -1.341 -1.476 -2.820
O 2.388 -2.494 -2.624
H 1.695 -3.071 -2.943
H 2.086 -2.152 -1.803
O -3.417 -1.034 -0.393
H -2.668 -1.468 -0.812
H -3.325 -0.073 -0.479
O 1.874 3.343 0.815
H 2.030 2.988 -0.060
H 1.062 2.852 1.061
O 1.173 -0.197 3.094
H 0.612 0.512 2.873
H 1.189 -0.219 4.054
```

Here are the Löwdin charges for atoms 1 to 8, given in e: atom 1 (C): -0.792, atom 2 (O): -0.054, atom 3 (O): 0.148, atom 4 (O): -0.006, atom 5 (H): 0.129, atom 6 (O): -0.008, atom 7 (H): -0.051, atom 8 (H): 0.040

=====

Molecular formula: C4H13NOS
Method: DFT, ωB97M-V with the def2-TZVPD basis set

Results
DFT total energy = -18730.1773 eV
2S+1 = 1
Net charge = 0
Structure (SMILES) = CN[C@@H](C)CS.O
HOMO energy = -8.78 eV
Lowest unoccupied orbital energy = 0.732 eV
Gap between HOMO and LUMO = 9.51 eV
Energy relative to the best compared isomer or geometry (same formula, charge and spin) = 42.3 kcal per mole

The geometry in XYZ format:
```
20
C4H13NOS | the Open Molecules 2025 dataset | ωB97M-V with the def2-TZVPD basis set
C 0.618 -1.615 0.638
N 0.829 -0.853 -0.579
C -0.400 -0.310 -1.254
C -1.113 0.830 -0.578
C -0.004 0.012 -2.723
S -1.523 -0.200 -3.745
H 0.194 -1.068 1.439
H 1.650 -1.773 0.852
H 0.047 -2.479 0.410
H 1.578 -0.162 -0.490
H -1.132 -1.081 -1.361
H -2.082 0.941 -1.021
H -0.508 1.684 -0.187
H -1.357 0.396 0.367
H 0.735 -0.760 -2.978
H 0.326 1.018 -2.735
H -2.261 -1.203 -3.163
O 1.441 1.818 5.822
H 0.739 2.409 5.772
H 2.225 2.395 5.513
```

Here are the Löwdin charges for atoms 1 to 8, given in e: atom 1 (C): -0.121, atom 2 (N): -0.103, atom 3 (C): -0.499, atom 4 (C): -0.080, atom 5 (C): -0.487, atom 6 (S): 0.667, atom 7 (H): 0.056, atom 8 (H): 0.075

=====

Molecular formula: C4H10N2S
Method: DFT, ωB97M-V with the def2-TZVPD basis set

Results
DFT total energy = -18123.6634 eV
2S+1 = 1
Net charge = 0
Structure (SMILES) = [H]/N=C/C[C@@H](C)NS
HOMO energy = -8.85 eV
Lowest unoccupied orbital energy = 0.838 eV
Gap between HOMO and LUMO = 9.69 eV
Energy relative to the best compared isomer or geometry (same formula, charge and spin) = 44.3 kcal per mole

The geometry in XYZ format:
```
17
C4H10N2S | the Open Molecules 2025 dataset | ωB97M-V with the def2-TZVPD basis set
H -2.133 1.083 -2.850
N -1.208 0.920 -2.512
C -1.103 0.994 -1.272
C 0.230 0.811 -0.583
C -0.008 -0.300 0.442
C -0.022 -1.745 -0.187
N 0.991 -0.247 1.490
S 1.196 1.210 2.502
H -2.039 0.870 -0.598
H 1.021 0.608 -1.197
H 0.570 1.639 0.060
H -0.907 0.021 0.940
H 0.513 -1.622 -1.161
H 0.419 -2.384 0.516
H -0.998 -2.023 -0.315
H 0.904 -0.976 2.198
H 2.577 1.139 2.527
```

Here are the Löwdin charges for atoms 1 to 8, given in e: atom 1 (H): 0.036, atom 2 (N): 0.095, atom 3 (C): -0.252, atom 4 (C): -0.173, atom 5 (C): -0.487, atom 6 (C): 0.000, atom 7 (N): -0.415, atom 8 (S): 0.689

=====

Molecular formula: C45H56N8O2V
Method: DFT, ωB97M-V with the def2-TZVPD basis set

Results
DFT total energy = -89281.8376 eV
<S²> = 3.762
2S+1 = 4
Net charge = 0
HOMO energy (spin up / spin down) = -6.76 / -8.34 eV
Lowest unoccupied orbital energy (spin up / spin down) = -0.248 / -0.250 eV
Gap between HOMO and LUMO (spin up / spin down) = 6.51 / 8.09 eV

The geometry in XYZ format:
```
112
C45H56N8O2V | the Open Molecules 2025 dataset | ωB97M-V with the def2-TZVPD basis set
V 0.022 -0.269 0.300
C 1.915 -3.160 3.227
C 1.088 -1.879 3.311
C 1.598 -0.981 4.443
C -0.406 -2.111 3.461
C -0.877 -3.231 4.137
C -2.238 -3.441 4.322
C -3.141 -2.507 3.844
C -2.703 -1.360 3.179
C -3.715 -0.316 2.746
C -4.347 0.379 3.955
C -4.788 -0.901 1.828
C -1.332 -1.176 2.977
N -0.865 -0.078 2.189
C -0.827 1.153 2.748
O -1.202 1.527 3.853
C -0.195 2.179 1.794
C -0.007 3.517 2.072
C 0.637 4.302 1.119
C 1.118 3.737 -0.062
C 0.930 2.389 -0.260
N 0.268 1.660 0.649
C 1.569 1.562 -1.389
O 2.239 2.142 -2.234
N 1.334 0.234 -1.237
C 2.088 -0.646 -2.080
C 3.418 -0.946 -1.759
C 4.111 -1.858 -2.556
C 3.506 -2.471 -3.643
C 2.179 -2.187 -3.930
C 1.455 -1.282 -3.157
C 0.017 -0.956 -3.509
C -0.839 -2.210 -3.685
C -0.043 -0.055 -4.743
C 4.126 -0.290 -0.588
C 5.144 0.748 -1.067
C 4.787 -1.324 0.326
H 2.954 -2.919 2.991
H 1.536 -3.846 2.464
H 1.924 -3.700 4.177
H 1.240 -1.325 2.381
H 1.481 -1.496 5.402
H 1.034 -0.047 4.499
H 2.658 -0.746 4.310
H -0.174 -3.955 4.530
H -2.586 -4.322 4.848
H -4.203 -2.659 4.010
H -3.173 0.451 2.193
H -4.914 -0.341 4.555
H -5.037 1.164 3.633
H -3.577 0.827 4.582
H -5.377 -1.668 2.338
H -4.352 -1.365 0.936
H -5.484 -0.124 1.496
H -0.358 3.905 3.019
H 0.791 5.357 1.308
H 1.658 4.304 -0.809
H 5.150 -2.077 -2.331
H 4.066 -3.162 -4.264
H 1.701 -2.668 -4.779
H -0.393 -0.382 -2.684
H -0.521 -2.809 -4.544
H -1.885 -1.934 -3.857
H -0.799 -2.852 -2.799
H 0.366 -0.566 -5.620
H 0.536 0.858 -4.582
H -1.077 0.227 -4.966
H 3.372 0.233 -0.002
H 5.947 0.257 -1.628
H 5.597 1.265 -0.217
H 4.673 1.485 -1.717
H 5.604 -1.845 -0.179
H 4.074 -2.083 0.667
H 5.206 -0.840 1.212
C -3.223 2.743 -2.886
C -3.371 1.676 -1.810
C -3.953 2.296 -0.539
C -4.260 0.542 -2.309
N -2.008 1.152 -1.599
N -1.905 0.111 -0.623
H -4.198 3.159 -3.146
H -2.765 2.318 -3.782
H -2.589 3.566 -2.539
H -4.944 2.716 -0.735
H -3.311 3.103 -0.173
H -4.076 1.563 0.264
H -5.187 0.944 -2.722
H -4.536 -0.145 -1.504
H -3.752 -0.023 -3.096
H -1.397 1.895 -1.279
H -2.241 -0.745 -1.057
H -2.494 0.287 0.191
N 4.309 -9.659 -2.300
C 3.647 -8.776 -1.982
C 2.810 -7.655 -1.575
C 3.068 -6.383 -2.068
C 2.263 -5.318 -1.696
C 1.215 -5.542 -0.820
C 0.953 -6.801 -0.314
C 1.752 -7.866 -0.701
N 0.389 -4.441 -0.428
C -0.967 -4.460 -0.139
C -1.305 -3.176 0.117
N -0.185 -2.363 -0.002
C 0.803 -3.163 -0.329
H 3.890 -6.225 -2.754
H 2.440 -4.333 -2.115
H 0.149 -6.954 0.393
H 1.563 -8.857 -0.313
H -1.553 -5.363 -0.164
H -2.261 -2.787 0.429
H 1.825 -2.861 -0.507
```

Here are the Löwdin charges for atoms 1 to 8, given in e: atom 1 (V): 0.776, atom 2 (C): -0.071, atom 3 (C): -0.376, atom 4 (C): -0.039, atom 5 (C): -0.142, atom 6 (C): -0.036, atom 7 (C): -0.076, atom 8 (C): -0.041